160
Properties=species:S:1:pos:R:3:lowdin_charge:R:1 method="wB97M-V/def2-TZVPD" homo_lumo_gap_ev=9.03 e_tot_ha=-5027.58923 spin_multiplicity=1 de_lowest_kj_mol=0.00 total_charge=0 e_lumo_ev=-0.130 homo_energy_ev=-9.16
C -4.320 2.326 1.224 -0.109
C -3.674 3.566 0.592 -0.255
C -2.399 4.065 1.268 -0.639
Cl -2.482 3.992 3.040 0.704
C -1.230 3.268 0.706 -0.243
C 0.084 3.121 1.518 -0.099
C 0.908 2.504 0.395 -0.318
C 2.394 2.162 0.615 -0.084
C 2.584 0.761 0.009 -0.065
C 4.025 0.289 -0.055 -0.416
F 4.794 1.350 -0.452 0.108
F 4.513 -0.090 1.141 0.128
C 4.330 -0.812 -1.104 -0.348
F 4.133 -0.348 -2.342 0.178
F 5.654 -1.099 -0.987 0.147
C 3.639 -2.210 -0.914 -0.324
F 4.111 -2.950 -1.937 0.161
F 4.122 -2.761 0.205 0.159
C 2.088 -2.281 -1.015 -0.298
F 1.685 -1.196 -1.704 0.146
F 1.759 -3.335 -1.777 0.162
C 1.191 -2.359 0.286 -0.293
F 0.311 -3.375 0.130 0.151
F 0.459 -1.226 0.343 0.127
C 1.842 -2.543 1.671 -0.327
F 2.344 -3.786 1.704 0.176
F 2.844 -1.670 1.867 0.144
C 0.862 -2.365 2.898 -0.335
F 1.144 -3.318 3.795 0.177
F -0.428 -2.469 2.581 0.167
C 1.045 -1.001 3.631 -0.513
F 1.054 0.018 2.772 0.190
F 2.160 -1.005 4.367 0.178
F -0.007 -0.856 4.457 0.187
N 0.726 3.489 -0.688 0.117
C -0.659 3.828 -0.603 -0.373
O -1.278 4.433 -1.462 0.101
H -5.263 2.569 1.687 0.068
H -3.663 1.801 1.899 0.050
H -4.553 1.634 0.426 0.055
H -3.426 3.292 -0.419 0.078
H -4.404 4.360 0.518 0.100
H -2.316 5.104 0.987 0.085
H -1.562 2.247 0.524 0.134
H 0.445 4.132 1.690 0.129
H 0.030 2.586 2.455 0.097
H 0.378 1.604 0.088 0.125
H 2.944 2.926 0.084 0.088
H 2.620 2.169 1.670 0.095
H 1.949 0.093 0.571 0.083
H 2.242 0.834 -1.013 0.134
H 1.323 4.286 -0.516 0.135
C -2.711 -4.180 -1.779 -0.165
O -1.852 -5.216 -1.317 -0.094
H -3.579 -4.634 -2.246 0.101
H -3.033 -3.561 -0.948 0.017
H -2.187 -3.565 -2.517 0.086
H -1.094 -4.776 -0.915 0.049
C -0.128 -2.379 -4.677 -0.132
O -0.869 -3.547 -5.031 -0.135
H -0.598 -1.526 -5.160 0.066
H -0.148 -2.230 -3.594 0.057
H 0.907 -2.462 -5.020 0.085
H -0.450 -4.293 -4.594 0.076
C 7.345 -4.855 -0.632 -0.156
O 6.099 -5.540 -0.718 -0.122
H 8.131 -5.605 -0.621 0.077
H 7.492 -4.199 -1.493 0.076
H 7.406 -4.264 0.287 0.076
H 5.407 -4.875 -0.729 0.038
C -2.880 -1.559 -0.215 -0.108
O -2.531 -0.187 -0.373 -0.172
H -3.885 -1.705 -0.587 0.074
H -2.193 -2.189 -0.787 0.051
H -2.845 -1.846 0.839 0.097
H -1.637 -0.082 -0.039 0.055
C -2.940 -0.321 -6.560 -0.134
O -3.665 -1.505 -6.908 -0.134
H -3.419 0.526 -7.041 0.083
H -2.948 -0.173 -5.480 0.060
H -1.908 -0.397 -6.915 0.073
H -3.228 -2.247 -6.478 0.066
C 5.864 -0.316 5.802 -0.152
O 5.002 -1.403 5.485 -0.116
H 6.868 -0.714 5.916 0.080
H 5.868 0.429 5.000 0.060
H 5.565 0.162 6.739 0.077
H 4.116 -1.051 5.386 0.036
C 6.580 2.562 2.248 -0.148
O 7.052 3.864 1.903 -0.120
H 5.546 2.484 1.920 0.053
H 7.167 1.784 1.756 0.087
H 6.622 2.421 3.332 0.072
H 7.964 3.932 2.195 0.077
C -1.126 5.446 6.785 -0.159
O -1.600 4.202 6.293 -0.148
H -1.591 6.232 6.196 0.078
H -1.395 5.586 7.836 0.075
H -0.038 5.520 6.677 0.067
H -1.185 3.506 6.805 0.056
C -6.140 -3.051 -1.342 -0.164
O -6.243 -1.728 -0.821 -0.127
H -5.473 -3.613 -0.695 -0.026
H -7.116 -3.542 -1.356 0.082
H -5.724 -3.029 -2.354 0.077
H -6.832 -1.233 -1.393 0.069
C -6.654 -3.281 -8.302 -0.165
O -6.133 -3.510 -6.999 -0.132
H -7.253 -4.146 -8.574 0.073
H -7.289 -2.391 -8.321 0.075
H -5.848 -3.164 -9.031 0.074
H -5.603 -2.743 -6.764 0.037
C 4.888 5.501 -0.346 -0.135
O 4.404 4.238 -0.793 -0.136
H 4.374 6.281 -0.902 0.080
H 4.700 5.630 0.724 0.067
H 5.959 5.579 -0.537 0.079
H 4.881 3.559 -0.309 0.039
C -3.065 0.993 -2.480 -0.141
O -2.683 1.643 -3.692 -0.127
H -3.840 0.270 -2.722 0.089
H -2.219 0.468 -2.029 0.063
H -3.463 1.709 -1.762 0.062
H -2.000 2.282 -3.472 0.063
C -0.329 -4.491 -8.071 -0.163
O -0.946 -5.143 -9.179 -0.122
H 0.736 -4.419 -8.283 0.079
H -0.735 -3.485 -7.938 0.070
H -0.474 -5.062 -7.154 0.063
H -1.885 -5.205 -8.993 0.070
C 3.746 4.967 3.728 -0.116
O 3.260 3.699 3.265 -0.150
H 3.193 5.741 3.203 0.087
H 3.586 5.081 4.805 0.080
H 4.811 5.075 3.510 0.075
H 3.754 3.016 3.728 0.075
C -3.435 7.202 -1.695 -0.148
O -3.759 6.791 -0.366 -0.130
H -3.604 6.356 -2.355 0.078
H -4.071 8.033 -2.011 0.073
H -2.386 7.498 -1.764 0.075
H -3.610 7.540 0.215 0.075
C -1.998 -5.371 4.208 -0.106
O -2.436 -4.794 2.980 -0.158
H -2.876 -5.744 4.729 0.087
H -1.314 -6.204 4.026 0.084
H -1.503 -4.626 4.836 0.077
H -1.663 -4.465 2.518 0.068
C -4.674 -4.606 1.609 -0.086
O -4.611 -4.183 0.258 -0.184
H -5.263 -3.875 2.157 0.096
H -5.156 -5.584 1.693 0.090
H -3.673 -4.659 2.046 0.021
H -4.083 -4.832 -0.218 0.071
C 1.545 2.456 6.283 -0.155
O 1.065 3.081 5.103 -0.130
H 0.752 1.818 6.669 0.078
H 2.422 1.831 6.075 0.066
H 1.807 3.195 7.047 0.080
H 1.772 3.639 4.759 0.033

=====

62
Properties=species:S:1:pos:R:3:lowdin_charge:R:1 method="wB97M-V/def2-TZVPD" homo_lumo_gap_ev="5.83 / 5.89" e_tot_ha=-3786.95555 spin_multiplicity=2 s_squared=0.7721 total_charge=-1 e_lumo_ev="2.671 / 2.671" homo_energy_ev="-3.16 / -3.22"
Ir -1.328 -0.490 -1.087 0.720
C -2.539 2.531 -3.078 -0.108
C -1.750 2.870 -1.869 -0.354
C -1.644 4.113 -1.229 -0.029
C -0.787 3.896 -0.176 -0.080
N -0.390 2.609 -0.214 0.017
N -1.004 1.983 -1.233 0.027
B 0.569 1.786 0.661 -0.636
N -0.332 0.951 1.605 0.022
C -0.413 1.002 2.946 -0.070
C -1.431 0.167 3.352 -0.022
C -1.955 -0.366 2.171 -0.340
C -3.037 -1.365 1.975 -0.037
N -1.285 0.131 1.138 0.003
N 1.435 0.930 -0.297 0.028
C 2.779 0.921 -0.392 -0.064
C 3.138 0.107 -1.445 -0.020
C 1.923 -0.356 -1.965 -0.346
C 1.647 -1.277 -3.097 -0.031
N 0.924 0.153 -1.261 -0.012
N 1.540 2.582 1.536 -0.008
C 1.957 3.864 1.571 -0.075
C 2.953 3.968 2.519 -0.032
C 3.103 2.664 3.017 -0.365
C 4.068 2.150 4.034 -0.040
N 2.249 1.856 2.414 0.091
H -2.599 3.384 -3.752 0.069
H -3.548 2.229 -2.791 0.031
H -2.082 1.688 -3.590 0.034
H -2.115 5.035 -1.507 0.090
H -0.469 4.563 0.600 0.098
H 0.247 1.608 3.532 0.105
H -1.745 -0.030 4.358 0.091
H -3.709 -1.382 2.830 0.072
H -2.592 -2.352 1.848 0.063
H -3.589 -1.136 1.064 0.050
H 3.399 1.470 0.286 0.107
H 4.129 -0.109 -1.795 0.090
H 2.546 -1.802 -3.409 0.074
H 1.240 -0.732 -3.947 0.081
H 0.884 -1.986 -2.768 0.030
H 1.553 4.619 0.929 0.099
H 3.491 4.849 2.815 0.089
H 4.559 2.969 4.558 0.068
H 4.829 1.541 3.542 0.073
H 3.552 1.517 4.753 0.072
Se -3.394 -0.697 -2.223 -0.127
C -0.824 -4.112 -2.607 -0.087
C -0.957 -3.891 -1.082 -0.709
C -0.128 -4.973 -0.362 -0.087
C -2.440 -4.069 -0.715 -0.100
C -0.491 -2.518 -0.704 -0.158
H -1.358 -5.012 -2.909 0.070
H 0.224 -4.218 -2.890 0.067
H -1.250 -3.267 -3.142 0.055
H -0.466 -5.972 -0.645 0.073
H -0.221 -4.869 0.718 0.072
H 0.929 -4.875 -0.614 0.071
H -2.830 -5.015 -1.085 0.070
H -3.020 -3.265 -1.151 -0.015
H -2.569 -4.040 0.363 0.058
H 0.429 -2.530 -0.111 0.026

=====

7
Properties=species:S:1:pos:R:3:lowdin_charge:R:1 method="wB97M-V/def2-TZVPD" smiles="N=O.N" homo_lumo_gap_ev=8.79 e_tot_ha=-187.02443 spin_multiplicity=1 de_lowest_kj_mol=144.08 total_charge=0 e_lumo_ev=-0.629 homo_energy_ev=-9.42
N -0.242 2.526 -0.150 0.047
O 0.436 1.478 0.078 -0.101
H 0.292 3.355 0.135 0.043
N -0.214 -1.640 -0.099 -0.047
H -0.644 -2.438 -0.623 0.009
H 0.897 -1.673 -0.203 0.066
H -0.525 -1.608 0.863 -0.018

=====

106
Properties=species:S:1:pos:R:3:lowdin_charge:R:1 method="wB97M-V/def2-TZVPD" homo_lumo_gap_ev="6.02 / 6.16" e_tot_ha=-8201.88361 spin_multiplicity=2 s_squared=0.7562 total_charge=+2 e_lumo_ev="-4.566 / -5.498" homo_energy_ev="-10.58 / -11.66"
In 2.157 0.064 0.116 0.953
C -4.997 -1.202 -3.479 -0.055
C -3.777 -0.460 -4.011 -0.179
N -2.846 -0.086 -2.935 -0.026
C -1.821 -0.925 -2.653 0.052
C -0.963 -0.745 -1.624 -0.032
C 0.150 -1.683 -1.268 -0.637
O 1.177 -1.766 -1.929 -0.014
O -0.056 -2.275 -0.129 -0.260
C -1.077 0.397 -0.760 -0.312
O -0.316 0.613 0.201 -0.036
C -2.181 1.298 -1.082 -0.039
C -2.381 2.430 -0.289 0.102
C -3.433 3.259 -0.533 -0.187
F -3.570 4.371 0.218 0.076
C -4.361 2.998 -1.553 -0.136
C -4.153 1.883 -2.345 0.062
C -3.063 1.027 -2.139 -0.111
N -5.511 3.796 -1.768 -0.089
C -6.064 4.608 -0.696 -0.142
C -7.563 4.746 -0.908 -0.077
N -7.814 5.373 -2.254 0.068
C -7.192 4.551 -3.348 -0.083
C -5.706 4.416 -3.066 -0.132
H -5.668 -1.456 -4.300 0.086
H -5.543 -0.603 -2.750 0.072
H -4.691 -2.126 -2.987 0.085
H -4.061 0.436 -4.560 0.116
H -3.234 -1.095 -4.707 0.125
H -1.727 -1.780 -3.310 0.160
H -1.682 2.642 0.511 0.149
H -4.871 1.673 -3.125 0.111
H -5.605 5.605 -0.643 0.139
H -5.908 4.119 0.262 0.144
H -8.009 5.371 -0.137 0.143
H -8.039 3.768 -0.905 0.144
H -7.396 6.306 -2.263 0.185
H -8.815 5.486 -2.414 0.188
H -7.374 5.034 -4.306 0.142
H -7.672 3.574 -3.339 0.143
H -5.242 5.416 -3.103 0.144
H -5.245 3.818 -3.847 0.134
N 4.221 -0.213 -2.029 0.030
N 4.508 1.167 -2.114 -0.057
C 3.522 2.060 -2.196 -0.886
N 3.860 3.352 -2.099 0.125
S 1.928 1.587 -2.531 0.698
H 4.892 -0.704 -2.612 0.108
H 3.300 -0.340 -2.453 0.000
H 5.361 1.427 -1.644 0.156
H 4.767 3.632 -1.764 0.118
H 3.119 4.028 -2.079 0.104
C 2.861 -6.130 0.109 -0.224
Si 2.526 -4.520 -0.804 0.416
C 1.490 -4.894 -2.313 -0.198
C 4.139 -3.641 -1.197 -0.204
Ge 1.351 -3.172 0.879 0.839
Si -0.473 -3.522 2.480 0.428
C 0.096 -4.716 3.808 -0.217
C -1.819 -4.336 1.462 -0.217
C -0.986 -1.839 3.127 -0.194
Si 3.226 -2.181 2.493 0.454
C 4.721 -1.215 1.920 -0.191
C 2.296 -1.462 3.932 -0.200
C 3.774 -3.951 2.795 -0.217
H 3.203 -6.898 -0.591 0.040
H 1.959 -6.506 0.598 0.029
H 3.632 -6.016 0.873 0.012
H 2.076 -5.489 -3.020 0.043
H 1.180 -3.977 -2.812 0.011
H 0.598 -5.466 -2.049 0.037
H 4.988 -4.183 -0.773 0.039
H 4.143 -2.622 -0.804 -0.020
H 4.288 -3.580 -2.279 0.037
H 0.390 -5.673 3.371 0.034
H -0.721 -4.911 4.510 0.040
H 0.940 -4.334 4.386 0.016
H -1.429 -5.208 0.931 0.031
H -2.205 -3.638 0.717 0.020
H -2.650 -4.668 2.090 0.038
H -0.752 -1.713 4.185 0.036
H -2.063 -1.702 3.005 0.038
H -0.489 -1.037 2.574 0.017
H 4.474 -0.221 1.556 -0.017
H 5.256 -1.742 1.128 0.035
H 5.400 -1.088 2.770 0.057
H 1.761 -0.561 3.633 0.006
H 3.007 -1.175 4.715 0.053
H 1.585 -2.169 4.359 0.012
H 4.469 -4.283 2.021 0.028
H 2.932 -4.649 2.826 0.013
H 4.291 -4.014 3.758 0.053
Br 1.912 2.652 4.744 0.826
C 3.605 3.070 4.001 -0.582
C 4.461 3.777 4.834 -0.124
C 5.708 4.175 4.381 -0.056
C 6.099 3.890 3.082 -0.062
C 5.246 3.181 2.258 -0.021
C 3.996 2.739 2.698 -0.147
C 3.213 1.874 1.754 -0.615
O 3.619 1.760 0.551 -0.126
O 2.229 1.210 2.158 -0.117
H 4.147 4.018 5.840 0.101
H 6.367 4.721 5.043 0.116
H 7.061 4.222 2.716 0.111
H 5.534 2.939 1.244 0.109

=====

78
Properties=species:S:1:pos:R:3:lowdin_charge:R:1 method="wB97M-V/def2-TZVPD" homo_lumo_gap_ev=7.37 e_tot_ha=-3679.45498 spin_multiplicity=1 total_charge=+1 e_lumo_ev=-2.429 homo_energy_ev=-9.80
Ba 0.118 3.055 -0.723 1.697
C 2.845 6.389 -1.508 -0.536
C 3.940 5.391 -1.890 -0.516
S 3.366 3.687 -2.007 0.809
C 4.561 2.789 -1.010 -0.539
C 4.668 3.172 0.467 -0.521
S 3.097 3.154 1.339 0.814
C 3.103 4.756 2.152 -0.536
C 3.206 5.983 1.242 -0.521
S 1.913 6.059 -0.005 0.818
H 3.283 7.389 -1.480 0.086
H 2.090 6.427 -2.298 0.077
H 4.366 5.703 -2.845 0.082
H 4.763 5.428 -1.175 0.065
H 4.268 1.741 -1.103 0.060
H 5.554 2.857 -1.462 0.087
H 5.365 2.481 0.943 0.083
H 5.122 4.158 0.561 0.066
H 2.167 4.788 2.714 0.077
H 3.898 4.802 2.899 0.086
H 3.155 6.872 1.872 0.083
H 4.186 6.020 0.765 0.063
C -2.947 -10.325 3.209 -0.069
O -3.538 -9.151 3.753 -0.072
C -3.066 -7.954 3.335 -0.277
C -2.041 -7.802 2.405 -0.001
C -1.634 -6.524 2.049 -0.013
C -2.233 -5.400 2.606 -0.161
C -3.258 -5.572 3.534 -0.027
C -3.676 -6.835 3.900 0.010
C -1.747 -4.077 2.181 -0.252
N -0.854 -3.878 1.236 0.191
C -0.710 -2.511 1.183 -0.176
C -1.509 -1.883 2.089 -0.124
N -2.180 -2.903 2.736 0.188
C -1.534 -0.461 2.271 -0.068
C -2.289 0.209 3.242 0.011
C -2.191 1.568 3.360 -0.026
C -1.337 2.257 2.491 -0.135
N -0.626 1.649 1.556 -0.015
C -0.711 0.304 1.429 -0.134
C 0.136 -0.370 0.401 -0.137
N 0.898 0.393 -0.415 -0.019
C 1.700 -0.191 -1.288 -0.142
C 1.815 -1.583 -1.396 -0.035
C 1.025 -2.372 -0.602 0.020
C 0.157 -1.766 0.313 -0.072
H -3.463 -11.159 3.672 0.095
H -1.883 -10.374 3.450 0.097
H -3.085 -10.365 2.126 0.097
H -1.554 -8.654 1.955 0.106
H -0.839 -6.387 1.329 0.113
H -3.757 -4.720 3.981 0.106
H -4.472 -6.980 4.617 0.125
H -2.847 -2.823 3.483 0.149
H -2.940 -0.345 3.907 0.119
H -2.751 2.113 4.107 0.116
H -1.230 3.334 2.567 0.104
H 2.290 0.458 -1.930 0.104
H 2.508 -2.013 -2.106 0.112
H 1.062 -3.453 -0.662 0.125
O -2.403 2.973 -0.874 -0.850
S -2.541 4.357 -0.247 0.636
N -1.310 5.031 0.190 -0.639
O -0.041 2.635 -3.089 -0.846
S -1.258 1.773 -3.547 0.958
C -2.006 2.640 -4.939 -0.299
C -1.481 1.992 -6.219 -0.216
C -1.339 0.505 -5.896 -0.223
C -0.576 0.456 -4.573 -0.313
H -1.733 3.684 -4.786 0.102
H -3.086 2.546 -4.826 0.101
H -0.510 2.416 -6.481 0.122
H -2.156 2.184 -7.052 0.120
H -0.807 -0.055 -6.663 0.120
H -2.324 0.045 -5.787 0.120
H 0.470 0.746 -4.704 0.103
H -0.626 -0.484 -4.028 0.091

=====

51
Properties=species:S:1:pos:R:3:lowdin_charge:R:1 method="wB97M-V/def2-TZVPD" smiles="O=S1(=O)CCCC1.CO.CO.CO.CO.CO.CO" homo_lumo_gap_ev=9.86 e_tot_ha=-1400.16182 spin_multiplicity=1 total_charge=0 e_lumo_ev=0.568 homo_energy_ev=-9.29
O -9.219 7.378 10.955 -0.353
S -9.183 7.923 9.582 0.733
O -9.892 9.145 9.302 -0.321
C -7.490 8.099 8.797 -0.153
C -7.806 7.765 7.266 -0.178
C -9.309 7.416 7.084 -0.240
C -9.776 6.721 8.328 -0.205
H -6.888 7.338 9.270 0.065
H -7.110 9.105 9.056 0.105
H -7.552 8.468 6.546 0.080
H -7.216 6.849 7.057 0.114
H -9.335 6.790 6.188 0.121
H -9.777 8.365 6.879 0.106
H -9.383 5.724 8.580 0.104
H -10.851 6.613 8.312 0.102
C -8.851 1.739 8.849 -0.064
O -8.464 3.086 9.275 -0.155
H -8.428 0.934 9.437 0.077
H -9.921 1.644 8.859 0.070
H -8.500 1.767 7.818 0.089
H -8.859 3.321 10.119 0.042
C -13.341 5.070 13.832 -0.077
O -13.946 4.309 12.709 -0.160
H -14.022 5.836 14.130 0.071
H -13.200 4.436 14.659 0.061
H -12.440 5.491 13.462 0.058
H -14.743 3.808 13.028 0.107
C -5.462 4.133 9.847 -0.149
O -6.603 4.729 9.220 -0.137
H -4.531 4.240 9.271 0.079
H -5.316 4.539 10.839 0.059
H -5.611 3.071 10.162 0.083
H -7.356 4.175 9.315 -0.041
C -13.397 4.113 9.031 -0.143
O -14.113 4.999 9.899 -0.159
H -13.852 4.054 8.078 0.060
H -12.320 4.349 9.041 0.065
H -13.485 3.154 9.603 0.086
H -13.980 4.826 10.846 0.024
C -12.534 8.293 11.973 -0.235
O -11.373 8.021 12.609 -0.119
H -13.405 8.358 12.646 0.068
H -12.543 9.285 11.364 0.106
H -12.838 7.411 11.276 0.095
H -10.649 8.122 11.999 0.013
C -9.970 3.437 12.659 -0.136
O -9.806 4.277 11.542 -0.135
H -9.130 3.636 13.375 0.101
H -10.873 3.646 13.186 0.047
H -9.946 2.366 12.420 0.086
H -9.284 5.079 11.731 0.083

=====

16
Properties=species:S:1:pos:R:3:lowdin_charge:R:1 method="wB97M-V/def2-TZVPD" homo_lumo_gap_ev="11.30 / 6.22" e_tot_ha=-362.69586 spin_multiplicity=2 de_lowest_kj_mol=168.35 s_squared=0.7698 total_charge=+1 e_lumo_ev="-4.083 / -9.101" homo_energy_ev="-15.39 / -15.33"
C -2.185 0.635 0.804 -0.204
N -1.155 -0.258 0.485 0.220
C 0.254 0.790 -1.198 0.027
C 0.185 0.130 0.211 -0.292
C 1.118 -1.110 0.287 -0.194
O 2.357 -0.804 -0.286 -0.011
O -3.315 0.261 0.674 0.208
H -1.869 1.640 1.117 0.171
H -1.519 -1.179 0.220 0.200
H -0.630 1.406 -1.419 0.099
H 1.096 1.464 -1.245 0.102
H 0.347 0.015 -1.960 0.107
H 0.426 0.919 0.935 0.171
H 0.657 -1.873 -0.347 0.139
H 1.230 -1.424 1.319 0.139
H 3.003 -0.611 0.403 0.118